# C111H158N28O33

A 21-piece molecular cluster, C111H158N28O33 overall at a distorted geometry (the ωB97M-V functional and the def2-TZVPD basis, the OMol25 dataset).

Atoms and positions in Å:
C: -5.00 -2.61 -0.78
N: -5.98 -1.78 -1.51
C: -6.15 -0.46 -1.30
C: -7.22 0.28 -1.88
C: -8.02 -0.38 -2.84
C: -7.86 -1.76 -3.01
C: -6.85 -2.41 -2.37
C: -9.10 0.37 -3.53
C: -10.32 -0.18 -3.77
C: -11.42 0.60 -4.11
N: -11.26 1.87 -4.46
C: -10.09 2.40 -4.39
C: -8.99 1.70 -3.93
C: -12.44 2.66 -4.87
H: -5.41 -3.10 0.10
H: -4.16 -2.03 -0.41
H: -4.67 -3.44 -1.40
H: -5.46 0.03 -0.64
H: -7.27 1.34 -1.67
H: -8.54 -2.26 -3.68
H: -6.63 -3.46 -2.54
H: -10.54 -1.22 -3.59
H: -12.47 0.36 -4.11
H: -10.02 3.46 -4.55
H: -8.03 2.20 -3.85
H: -12.37 2.75 -5.95
H: -12.43 3.64 -4.39
H: -13.35 2.19 -4.52
C: 1.90 5.55 -0.04
N: 0.76 6.40 0.35
C: -0.38 5.76 0.81
C: -1.43 6.49 1.37
C: -1.38 7.87 1.48
C: -0.24 8.54 1.01
C: 0.84 7.78 0.43
C: -2.55 8.55 2.00
C: -3.52 9.17 1.13
C: -4.62 9.82 1.69
N: -4.90 9.71 2.97
C: -4.00 9.15 3.86
C: -2.85 8.48 3.39
C: -6.21 10.24 3.57
H: 1.48 4.65 -0.50
H: 2.51 5.28 0.83
H: 2.51 5.93 -0.85
H: -0.31 4.69 0.94
H: -2.32 6.00 1.74
H: -0.25 9.61 1.19
H: 1.77 8.25 0.13
H: -3.57 9.04 0.06
H: -5.45 10.11 1.05
H: -4.34 9.18 4.88
H: -2.28 7.89 4.09
H: -7.04 10.33 2.86
H: -5.99 11.24 3.95
H: -6.47 9.54 4.36
C: 2.84 -6.42 -0.53
N: 3.38 -4.98 -0.63
C: 4.11 -4.63 -1.64
C: 4.76 -3.41 -1.66
C: 4.78 -2.62 -0.54
C: 3.95 -3.02 0.55
C: 3.27 -4.25 0.43
C: 5.76 -1.56 -0.41
C: 7.17 -1.71 -0.59
C: 8.09 -0.74 -0.26
N: 7.63 0.42 0.20
C: 6.33 0.76 0.25
C: 5.39 -0.26 -0.02
C: 8.66 1.44 0.74
H: 1.75 -6.36 -0.57
H: 3.23 -6.87 0.38
H: 3.23 -7.01 -1.36
H: 4.25 -5.34 -2.44
H: 5.44 -3.23 -2.48
H: 4.01 -2.42 1.44
H: 2.65 -4.66 1.21
H: 7.53 -2.67 -0.91
H: 9.15 -0.91 -0.24
H: 6.20 1.78 0.57
H: 4.33 -0.10 0.12
H: 8.81 2.31 0.11
H: 9.67 1.02 0.76
H: 8.45 1.65 1.78
C: -1.97 -3.31 -4.44
N: -1.30 -2.65 -3.29
C: 0.03 -2.94 -3.05
C: 0.73 -2.30 -1.98
C: 0.15 -1.24 -1.32
C: -1.18 -0.92 -1.66
C: -1.89 -1.59 -2.71
C: 0.88 -0.39 -0.34
C: 0.98 -0.80 0.98
C: 1.54 -0.05 1.98
N: 2.05 1.16 1.59
C: 2.06 1.60 0.32
C: 1.43 0.83 -0.68
C: 2.64 2.01 2.66
H: -2.99 -2.93 -4.41
H: -2.21 -4.33 -4.15
H: -1.51 -3.23 -5.43
H: 0.54 -3.68 -3.64
H: 1.75 -2.56 -1.72
H: -1.68 -0.30 -0.93
H: -2.93 -1.42 -2.92
H: 0.53 -1.73 1.29
H: 1.62 -0.43 2.99
H: 2.67 2.45 0.06
H: 1.47 1.22 -1.69
H: 3.20 2.77 2.11
H: 3.19 1.40 3.37
H: 1.80 2.48 3.16
C: -4.26 3.34 12.00
N: -4.04 2.69 10.68
C: -4.74 3.08 9.63
C: -4.57 2.48 8.37
C: -3.58 1.53 8.19
C: -2.95 1.06 9.37
C: -3.18 1.68 10.64
C: -3.31 0.90 6.84
C: -4.26 0.86 5.81
C: -3.93 0.28 4.60
N: -2.73 -0.29 4.35
C: -1.74 -0.17 5.32
C: -2.05 0.49 6.54
C: -2.43 -0.82 3.03
H: -3.36 3.86 12.30
H: -4.52 2.48 12.63
H: -5.13 4.00 12.00
H: -5.53 3.82 9.76
H: -5.10 2.77 7.47
H: -2.23 0.26 9.32
H: -2.70 1.42 11.57
H: -5.25 1.27 5.98
H: -4.73 0.13 3.89
H: -0.71 -0.44 5.19
H: -1.24 0.60 7.24
H: -3.21 -0.76 2.28
H: -2.14 -1.87 3.15
H: -1.58 -0.30 2.61
C: -0.51 -7.27 -2.89
N: -0.91 -8.31 -1.89
C: -2.23 -8.46 -1.70
C: -2.71 -9.59 -1.01
C: -1.85 -10.47 -0.33
C: -0.51 -10.16 -0.41
C: -0.03 -9.11 -1.25
C: -2.26 -11.78 0.24
C: -3.49 -12.02 0.90
C: -3.87 -13.30 1.28
N: -3.11 -14.38 0.94
C: -1.98 -14.22 0.24
C: -1.56 -12.93 -0.16
C: -3.58 -15.71 1.37
H: 0.31 -7.74 -3.44
H: -0.20 -6.38 -2.34
H: -1.29 -6.92 -3.56
H: -2.85 -7.78 -2.27
H: -3.75 -9.84 -0.93
H: 0.22 -10.79 0.08
H: 0.95 -8.75 -1.53
H: -4.11 -11.16 1.11
H: -4.76 -13.58 1.81
H: -1.46 -15.15 0.07
H: -0.64 -12.88 -0.72
H: -2.74 -16.32 1.71
H: -3.95 -16.15 0.45
H: -4.49 -15.66 1.97
C: 0.78 4.17 6.51
N: -0.63 4.19 6.06
C: -0.89 3.88 4.77
C: -2.18 3.90 4.29
C: -3.26 4.16 5.09
C: -2.97 4.39 6.44
C: -1.66 4.46 6.88
C: -4.62 4.19 4.47
C: -4.87 3.29 3.48
C: -6.12 3.31 2.86
N: -7.09 4.20 3.25
C: -6.81 5.05 4.28
C: -5.59 5.12 4.91
C: -8.35 4.31 2.50
H: 1.50 4.10 5.69
H: 0.90 3.27 7.11
H: 0.93 5.01 7.18
H: -0.02 3.71 4.16
H: -2.32 3.76 3.22
H: -3.78 4.45 7.16
H: -1.32 4.76 7.86
H: -4.11 2.55 3.26
H: -6.37 2.57 2.12
H: -7.55 5.78 4.56
H: -5.25 5.84 5.65
H: -8.01 4.72 1.55
H: -8.94 4.99 3.11
H: -8.84 3.35 2.36
C: -2.99 -2.27 -7.69
C: -2.69 -0.78 -7.62
C: -1.55 -0.45 -6.71
C: -1.03 1.01 -6.78
N: 0.20 1.45 -5.95
C: 0.51 2.98 -5.96
C: 2.00 3.05 -5.90
C: 2.56 1.87 -6.63
C: 1.54 0.78 -6.52
C: 0.03 1.16 -4.46
H: -2.19 -2.93 -8.02
H: -3.82 -2.46 -8.38
H: -3.37 -2.63 -6.74
H: -3.65 -0.29 -7.42
H: -2.53 -0.44 -8.65
H: -0.64 -1.05 -6.78
H: -1.82 -0.57 -5.66
H: -1.84 1.65 -6.42
H: -0.78 1.37 -7.78
H: -0.15 3.41 -5.21
H: 0.31 3.34 -6.97
H: 2.23 2.98 -4.83
H: 2.37 4.01 -6.25
H: 3.56 1.61 -6.30
H: 2.55 2.24 -7.66
H: 1.85 -0.07 -5.92
H: 1.28 0.25 -7.43
H: 0.94 1.52 -3.98
H: -0.02 0.07 -4.41
H: -0.81 1.70 -4.01
C: 8.21 -5.69 -3.78
C: 7.41 -5.88 -5.09
C: 6.36 -4.83 -5.24
C: 5.40 -5.06 -6.42
N: 4.52 -3.83 -6.80
C: 3.68 -4.12 -8.06
C: 3.24 -2.71 -8.61
C: 4.34 -1.80 -8.11
C: 5.34 -2.60 -7.29
C: 3.65 -3.41 -5.65
H: 7.58 -5.80 -2.89
H: 8.57 -4.66 -3.72
H: 9.04 -6.35 -3.53
H: 6.88 -6.82 -4.97
H: 8.17 -6.06 -5.85
H: 6.89 -3.88 -5.35
H: 5.86 -4.73 -4.28
H: 4.75 -5.92 -6.23
H: 5.94 -5.18 -7.36
H: 2.88 -4.78 -7.73
H: 4.28 -4.67 -8.79
H: 2.24 -2.35 -8.37
H: 3.22 -2.83 -9.70
H: 3.92 -1.03 -7.45
H: 4.84 -1.28 -8.93
H: 5.69 -2.08 -6.40
H: 6.17 -3.01 -7.87
H: 3.04 -2.63 -6.10
H: 4.34 -3.04 -4.90
H: 3.03 -4.17 -5.17
C: 9.30 6.87 1.07
C: 9.14 6.41 2.46
C: 8.12 5.34 2.83
C: 7.96 4.96 4.32
N: 6.81 4.08 4.68
C: 6.74 3.88 6.22
C: 5.31 3.49 6.54
C: 4.47 4.20 5.42
C: 5.46 4.87 4.52
C: 6.95 2.76 3.89
H: 8.36 7.20 0.63
H: 9.46 5.90 0.60
H: 10.15 7.54 0.93
H: 8.94 7.29 3.06
H: 10.12 6.02 2.76
H: 8.37 4.45 2.24
H: 7.14 5.64 2.46
H: 7.86 5.86 4.94
H: 8.85 4.46 4.71
H: 7.41 3.10 6.58
H: 7.11 4.79 6.69
H: 5.12 2.43 6.65
H: 4.96 3.91 7.48
H: 3.87 3.53 4.81
H: 3.74 4.85 5.90
H: 5.22 4.85 3.45
H: 5.57 5.92 4.80
H: 6.09 2.27 4.35
H: 7.90 2.34 4.22
H: 6.85 2.82 2.80
N: 6.08 -0.99 3.08
O: 6.05 -2.18 2.99
O: 5.10 -0.29 3.09
O: 7.22 -0.51 3.05
N: -1.24 -4.18 -0.09
O: -1.63 -3.23 0.56
O: -0.15 -4.60 0.06
O: -2.00 -4.74 -0.76
N: -4.46 0.88 -4.22
O: -4.32 -0.22 -4.81
O: -5.26 1.74 -4.54
O: -3.71 0.98 -3.25
N: 1.62 6.16 3.75
O: 0.56 6.58 4.11
O: 1.73 5.02 3.35
O: 2.66 6.81 3.79
N: 5.40 4.62 0.27
O: 6.51 4.16 0.00
O: 5.31 5.77 0.63
O: 4.44 3.93 0.17
N: 0.13 -3.21 4.74
O: 0.69 -3.67 5.73
O: -1.07 -3.35 4.69
O: 0.73 -2.69 3.78
N: -1.69 2.10 0.77
O: -1.02 2.04 1.77
O: -2.79 1.50 0.71
O: -1.23 2.76 -0.18
N: 1.85 0.80 5.68
O: 2.91 1.39 5.85
O: 0.89 1.36 5.31
O: 1.81 -0.34 6.02
N: 0.02 -5.29 -7.03
O: 0.17 -6.02 -8.01
O: -0.56 -5.75 -6.03
O: 0.42 -4.11 -7.03
N: 3.93 -0.09 -3.28
O: 3.90 1.07 -2.84
O: 4.95 -0.69 -3.58
O: 2.88 -0.65 -3.46
N: -4.45 -5.64 -4.41
O: -5.27 -4.84 -3.93
O: -3.58 -6.19 -3.69
O: -4.41 -5.75 -5.65

Output
HOMO-LUMO gap	1.97	eV
total energy	-226853.630	eV
net charge	+6
maximum force	8.69	eV/Å